Record 1
C43H41N5P2Rh as an isolated structure, computed with ωB97M-V with the def2-TZVPD basis set.

Output
- energy (Eh) = -2729.43015
- charge = +3

Each line ends with the Löwdin charge.
Cartesian coordinates (Å):
Rh: -0.170 0.684 -0.253  0.845
C: 1.440 2.995 0.814  -0.076
N: 1.245 2.342 -0.513  -0.200
C: 0.519 3.273 -1.416  -0.118
C: -0.885 3.504 -0.956  -0.256
C: -1.517 4.727 -1.088  0.026
C: -2.841 4.843 -0.690  0.008
C: -3.477 3.730 -0.160  -0.003
C: -2.772 2.547 -0.050  -0.110
N: -1.498 2.427 -0.444  0.023
C: 2.535 2.083 -1.204  -0.111
C: 3.612 1.395 -0.403  -0.285
C: 4.923 1.575 -0.831  -0.002
C: 5.951 0.988 -0.113  -0.018
C: 5.629 0.274 1.030  -0.023
C: 4.294 0.156 1.377  -0.119
N: 3.287 0.678 0.670  0.112
C: 0.960 2.161 1.963  -0.228
C: 1.308 2.515 3.260  0.025
C: 0.999 1.671 4.307  0.010
C: 0.362 0.467 4.027  -0.010
C: 0.006 0.196 2.728  -0.150
N: 0.258 1.046 1.714  -0.019
H: 2.504 3.164 0.979  0.144
H: 0.962 3.977 0.826  0.149
H: 1.062 4.219 -1.486  0.148
H: 0.510 2.825 -2.412  0.127
H: -0.980 5.571 -1.500  0.136
H: -3.363 5.786 -0.786  0.135
H: -4.505 3.771 0.170  0.130
H: -3.244 1.675 0.380  0.075
H: 2.301 1.515 -2.101  0.089
H: 2.938 3.046 -1.536  0.145
H: 5.136 2.183 -1.702  0.129
H: 6.981 1.116 -0.419  0.128
H: 6.392 -0.172 1.652  0.122
H: 4.023 -0.370 2.284  0.103
H: 1.848 3.438 3.428  0.141
H: 1.273 1.930 5.321  0.136
H: 0.132 -0.248 4.804  0.132
H: -0.505 -0.722 2.478  0.093
C: -0.989 -3.502 0.710  -0.062
N: -0.759 -2.166 0.133  -0.428
P: -1.878 -0.889 0.008  0.941
C: -2.907 -1.260 -1.425  -0.378
C: -3.954 -0.409 -1.786  -0.072
C: -4.752 -0.716 -2.874  -0.036
C: -4.519 -1.875 -3.606  -0.027
C: -3.479 -2.722 -3.255  -0.035
C: -2.667 -2.415 -2.172  -0.087
C: -3.024 -0.864 1.391  -0.344
C: -3.952 -1.912 1.437  -0.072
C: -4.865 -1.983 2.476  -0.029
C: -4.881 -0.999 3.455  -0.022
C: -3.988 0.063 3.397  -0.038
C: -3.059 0.131 2.372  -0.120
P: 0.691 -1.395 -0.235  0.931
C: 1.967 -2.457 0.385  -0.361
C: 2.412 -3.491 -0.446  -0.079
C: 3.247 -4.466 0.076  -0.029
C: 3.612 -4.424 1.416  -0.019
C: 3.143 -3.412 2.245  -0.038
C: 2.317 -2.425 1.733  -0.103
C: 0.941 -0.963 -1.965  -0.314
C: 2.251 -0.935 -2.474  -0.086
C: 2.515 -0.298 -3.670  -0.027
C: 1.518 0.426 -4.333  -0.030
C: 0.247 0.483 -3.802  -0.047
C: -0.071 -0.221 -2.627  -0.143
H: -1.585 -4.125 0.044  0.089
H: -1.508 -3.401 1.663  0.090
H: -0.031 -3.989 0.878  0.084
H: -4.169 0.486 -1.217  0.096
H: -5.566 -0.057 -3.146  0.123
H: -5.152 -2.116 -4.449  0.126
H: -3.296 -3.624 -3.823  0.124
H: -1.843 -3.071 -1.930  0.099
H: -3.974 -2.666 0.658  0.117
H: -5.575 -2.799 2.511  0.127
H: -5.604 -1.051 4.258  0.128
H: -4.021 0.842 4.147  0.123
H: -2.386 0.976 2.326  0.086
H: 2.111 -3.543 -1.486  0.118
H: 3.603 -5.265 -0.560  0.127
H: 4.257 -5.192 1.820  0.128
H: 3.421 -3.396 3.291  0.124
H: 1.939 -1.640 2.377  0.092
H: 3.047 -1.448 -1.951  0.112
H: 3.511 -0.351 -4.094  0.135
H: 1.742 0.921 -5.268  0.131
H: -0.544 0.999 -4.332  0.130
H: -1.124 -0.374 -2.428  0.061

=====

Record 2
C43H42B2F2N10ReSi as an isolated structure at a distorted geometry, computed with ωB97M-V with the def2-TZVPD basis set.

Output
- energy (Eh) = -2828.75774
- 2S+1 = 2
- relative energy (zero: lowest compared OMol25 entry of this formula, charge and spin) (kcal/mol) = 39.93

Each line ends with the Löwdin spin population.
Cartesian coordinates (Å):
Re: -1.366 -0.013 -0.563  0.902
C: 1.391 3.787 2.279  0.001
C: 0.186 3.104 1.726  0.004
C: -1.123 3.513 1.929  0.001
C: -1.927 2.530 1.360  0.009
N: -1.143 1.592 0.827  0.012
N: 0.158 1.960 1.015  0.002
B: 1.117 0.929 0.330  -0.005
N: 1.948 0.064 1.226  -0.002
N: 1.358 -1.041 1.746  0.000
C: 2.286 -1.668 2.444  0.000
C: 3.506 -0.952 2.398  0.000
C: 3.253 0.140 1.606  0.000
C: 4.201 1.187 1.128  0.000
C: 1.974 -2.954 3.091  0.000
C: 0.697 -3.502 2.977  0.000
C: 0.402 -4.717 3.570  0.000
C: 1.374 -5.404 4.285  0.000
C: 2.646 -4.866 4.401  0.000
C: 2.944 -3.649 3.807  0.000
N: 1.741 1.274 -1.005  -0.001
N: 1.621 0.265 -1.907  0.003
C: 2.128 0.711 -3.042  0.000
C: 2.616 2.024 -2.881  0.000
C: 2.353 2.348 -1.572  0.000
C: 2.627 3.650 -0.908  0.000
C: 2.060 -0.094 -4.270  0.000
C: 2.323 0.487 -5.509  0.000
C: 2.223 -0.262 -6.671  0.000
C: 1.856 -1.598 -6.613  0.000
C: 1.589 -2.182 -5.382  0.000
C: 1.690 -1.436 -4.219  0.000
C: -3.397 2.458 1.277  0.002
C: -4.086 3.487 0.638  0.000
C: -5.464 3.408 0.497  0.000
C: -6.157 2.314 0.997  0.000
C: -5.474 1.303 1.658  0.000
C: -4.097 1.375 1.804  0.000
H: 1.059 4.493 3.036  0.000
H: 2.074 3.081 2.754  0.000
H: 1.927 4.350 1.521  0.000
H: -1.444 4.380 2.479  0.000
H: 0.281 -0.001 -0.075  0.006
H: 4.452 -1.203 2.844  0.000
H: 5.194 0.973 1.519  0.000
H: 4.261 1.196 0.038  0.000
H: 3.928 2.189 1.462  0.000
H: -0.058 -2.965 2.420  0.000
H: -0.595 -5.129 3.475  0.000
H: 1.140 -6.353 4.749  0.000
H: 3.410 -5.395 4.956  0.000
H: 3.942 -3.239 3.902  0.000
H: 3.068 2.672 -3.609  0.000
H: 3.432 4.154 -1.440  0.000
H: 1.752 4.304 -0.945  0.000
H: 2.940 3.528 0.123  0.000
H: 2.588 1.534 -5.568  0.000
H: 2.427 0.205 -7.626  0.000
H: 1.779 -2.182 -7.521  0.000
H: 1.305 -3.226 -5.324  0.000
H: 1.484 -1.889 -3.260  0.000
H: -3.544 4.328 0.227  0.000
H: -5.993 4.204 -0.010  0.000
H: -7.232 2.257 0.884  0.000
H: -6.012 0.460 2.072  0.000
H: -3.569 0.611 2.358  0.000
F: -2.981 -2.115 1.027  -0.003
B: -2.065 -1.136 1.165  -0.009
F: -1.760 -0.906 2.446  -0.003
C: -3.659 0.345 -1.701  0.019
Si: -3.100 -1.278 -2.498  0.019
C: -2.604 -1.140 -4.281  0.001
C: -4.428 -2.553 -2.179  0.008
N: -1.601 -1.586 -1.542  0.011
C: -0.869 -2.812 -1.547  0.016
C: -1.397 -3.948 -2.153  -0.007
C: -0.697 -5.145 -2.119  0.001
C: 0.524 -5.221 -1.470  -0.007
C: 1.050 -4.089 -0.861  0.002
C: 0.368 -2.887 -0.907  0.000
H: -4.736 0.281 -1.538  0.000
H: -3.428 1.216 -2.306  0.000
H: -3.322 0.567 -0.652  0.006
H: -3.432 -0.763 -4.884  0.000
H: -2.313 -2.113 -4.679  0.000
H: -1.758 -0.460 -4.396  0.000
H: -5.402 -2.062 -2.208  0.000
H: -4.315 -3.005 -1.193  0.000
H: -4.439 -3.344 -2.929  0.000
H: -2.358 -3.913 -2.645  0.000
H: -1.117 -6.021 -2.595  0.000
H: 1.063 -6.158 -1.434  0.000
H: 2.000 -4.135 -0.344  0.000
H: 0.795 -2.014 -0.439  0.003
N: -1.026 1.622 -1.965  0.002
C: -0.851 2.734 -2.267  0.008
C: -0.775 4.073 -2.588  0.001
C: 0.294 4.588 -3.354  0.000
N: 1.166 5.016 -3.974  0.000
C: -1.785 4.910 -2.063  0.000
N: -2.625 5.576 -1.636  0.000

=====

Q: Which formula does entry 1 have?
A: C43H41N5P2Rh

=====

Q: Among the records above, which one has the highest energy?
A: C43H41N5P2Rh

=====

Q: Among the records above, which one has the highest energy?
A: C43H41N5P2Rh

=====

Q: Among the records above, which one has the lowest energy?
A: C43H42B2F2N10ReSi